(1)
DFT (ωB97M-V/def2-TZVPD) results for a molecular structure, C45H24HfN9O6S4.

Output
- Gap between HOMO and LUMO (spin up / spin down): 4.7 / 4.7 eV
- E: -117409.344 eV
- Highest occupied orbital energy (spin up / spin down): -3.97 / -3.96 eV
- Net charge: -1
- Lowest unoccupied orbital energy (spin up / spin down): 0.77 / 0.72 eV

```
89
Properties=species:S:1:pos:R:3:forces:R:3
Hf -0.139 0.599 0.417 -0.272 0.669 0.276
C 4.492 -3.895 -1.732 -0.003 0.003 0.005
C 5.202 -3.518 -0.584 -0.026 0.021 0.006
C 4.747 -2.504 0.241 0.043 -0.014 0.021
C 3.564 -1.879 -0.120 0.016 -0.007 -0.048
C 2.800 -0.799 0.501 -0.028 0.010 -0.016
N 1.694 -0.510 -0.243 -0.285 -0.315 -0.050
C 1.715 -1.361 -1.348 -0.034 -0.009 -0.035
N 0.936 -1.363 -2.382 0.015 -0.017 0.013
C -0.022 -0.452 -2.574 -0.060 -0.003 -0.028
C -0.839 -0.436 -3.764 -0.016 0.065 0.039
C -0.922 -1.311 -4.843 -0.003 -0.050 -0.045
C -1.815 -0.999 -5.848 0.031 -0.018 0.026
C -2.599 0.167 -5.783 -0.009 0.039 0.027
C -2.510 1.039 -4.717 -0.029 -0.004 -0.049
C -1.622 0.718 -3.693 -0.010 -0.048 0.024
C -1.259 1.388 -2.467 0.074 0.044 0.028
N -1.638 2.596 -2.148 -0.026 0.013 -0.077
C -1.159 3.266 -1.117 0.001 0.020 0.017
N -0.289 2.808 -0.148 0.116 -0.041 0.116
C -0.047 3.836 0.703 -0.071 0.050 -0.021
N 0.758 3.839 1.776 0.067 -0.114 0.006
C 1.483 2.823 2.105 -0.091 0.151 -0.024
N 1.563 1.573 1.484 0.107 -0.087 0.005
C 2.691 0.966 1.958 -0.101 0.008 -0.038
N 3.277 -0.119 1.530 0.075 0.013 0.068
C 3.274 1.763 3.036 -0.030 0.072 0.042
C 4.370 1.539 3.854 0.023 -0.025 -0.009
C 4.667 2.511 4.795 0.005 -0.006 0.005
C 3.896 3.676 4.899 -0.018 -0.004 -0.022
C 2.811 3.898 4.066 0.023 0.028 0.024
C 2.509 2.913 3.140 0.034 -0.082 0.003
C -0.773 5.007 0.289 0.023 -0.077 -0.035
C -0.847 6.300 0.807 -0.023 0.073 0.029
C -1.648 7.208 0.149 0.024 -0.032 0.022
C -2.362 6.842 -1.009 -0.006 -0.046 -0.025
C -2.286 5.566 -1.526 -0.039 0.069 0.004
C -1.480 4.644 -0.858 0.050 -0.038 -0.002
N -0.319 0.610 -1.795 -0.017 -0.005 0.237
C 2.875 -2.241 -1.263 0.059 0.036 0.054
C 3.317 -3.260 -2.093 -0.013 -0.033 -0.049
H 4.867 -4.711 -2.338 -0.005 -0.001 -0.004
H 6.111 -4.046 -0.329 0.001 -0.002 0.002
H 5.263 -2.224 1.148 -0.004 -0.004 -0.005
H -0.308 -2.203 -4.872 -0.005 0.001 -0.004
H -1.920 -1.658 -6.700 0.004 -0.004 0.001
H -3.289 0.379 -6.591 -0.001 0.003 0.001
H -3.111 1.938 -4.663 0.000 0.000 -0.002
H 4.956 0.634 3.755 -0.002 0.003 0.004
H 5.506 2.372 5.465 0.001 -0.002 -0.003
H 4.157 4.414 5.647 -0.001 0.003 0.000
H 2.213 4.797 4.132 -0.003 -0.002 0.000
H -0.295 6.565 1.700 -0.001 0.011 -0.007
H -1.736 8.220 0.524 0.001 0.000 0.005
H -2.984 7.582 -1.498 -0.001 0.000 -0.001
H -2.833 5.277 -2.414 0.004 0.002 -0.001
H 2.748 -3.549 -2.967 0.005 0.001 0.003
S 1.903 -2.916 2.368 0.060 0.017 0.139
C 1.339 -3.769 1.031 -0.083 -0.155 -0.271
N 0.537 -3.334 0.089 -0.036 -0.055 0.068
C 0.288 -4.285 -0.874 0.066 -0.006 0.068
C -0.574 -4.114 -1.958 -0.019 0.027 -0.021
C -0.712 -5.136 -2.882 -0.007 0.031 0.009
C -0.010 -6.334 -2.738 0.027 -0.020 0.038
C 0.829 -6.530 -1.650 -0.011 -0.015 -0.040
C 0.971 -5.507 -0.723 0.017 -0.004 0.006
S 1.911 -5.442 0.732 -0.022 0.098 0.027
H -1.130 -3.190 -2.043 -0.008 0.003 -0.018
H -1.383 -5.009 -3.724 0.000 0.006 0.002
H -0.132 -7.124 -3.469 0.001 0.003 -0.003
H 1.362 -7.465 -1.527 -0.005 0.000 0.000
O -3.083 2.847 2.363 0.011 0.029 -0.026
S -2.408 1.639 2.007 -0.120 -0.032 -0.049
O -2.328 1.324 0.560 0.020 -0.123 -0.159
O -1.015 1.533 2.492 0.009 -0.128 -0.225
C -3.423 0.300 2.606 0.047 -0.024 0.005
C -4.419 0.639 3.506 0.013 0.030 -0.010
C -5.346 -0.307 3.918 0.001 -0.043 -0.014
C -5.283 -1.593 3.413 -0.018 0.039 0.021
C -4.279 -1.941 2.520 0.036 -0.023 -0.021
C -3.340 -1.007 2.108 -0.004 0.066 -0.023
S -1.992 -1.657 1.098 0.068 -0.143 -0.016
O -2.088 -3.067 1.272 -0.034 0.004 0.005
O -2.007 -1.148 -0.277 0.107 0.005 0.136
O -0.815 -0.981 1.740 0.337 0.100 -0.149
H -4.471 1.661 3.855 -0.005 -0.002 0.003
H -6.119 -0.029 4.623 -0.004 -0.009 0.002
H -6.003 -2.340 3.720 -0.006 0.008 0.003
H -4.190 -2.952 2.152 -0.003 0.000 0.004
```
Positions in Å, forces in eV/Å.

(2)
DFT (ωB97M-V/def2-TZVPD) results for a molecular structure, C45H29BrCl3N3O3S3Sn.

Output
- Gap between HOMO and LUMO: 3.1 eV
- E: -203693.841 eV
- Highest occupied orbital energy: -6.57 eV
- Net charge: 0
- Lowest unoccupied orbital energy: -3.50 eV

```
88
Properties=species:S:1:pos:R:3:forces:R:3
Sn 0.888 0.829 -1.358 0.399 0.144 0.644
Br 6.515 3.258 0.800 0.045 -0.016 0.012
C 5.111 3.035 -0.462 -0.050 0.020 0.106
C 5.406 2.503 -1.726 -0.010 0.165 -0.028
C 4.404 2.287 -2.635 -0.155 0.233 0.017
C 3.036 2.576 -2.322 0.646 0.491 0.382
O 2.074 2.195 -3.061 -0.016 0.005 -0.435
C 2.801 3.247 -1.063 0.239 -0.163 -0.503
C 1.466 3.727 -0.816 -0.417 0.299 0.197
N 1.015 3.985 0.358 0.369 -0.155 0.042
C -0.302 4.279 0.620 -0.050 0.134 -0.066
C -0.596 5.187 1.623 0.029 -0.063 -0.218
C -1.915 5.497 1.977 -0.157 -0.032 -0.059
C -2.975 4.913 1.334 -0.027 0.123 0.110
C -2.736 3.973 0.312 0.205 -0.051 -0.031
C -3.783 3.369 -0.421 -0.020 -0.129 -0.092
C -3.500 2.440 -1.382 -0.122 0.029 0.099
C -2.154 2.085 -1.585 0.205 0.145 0.060
N -1.155 2.654 -0.953 -0.314 -0.229 -0.009
C -1.400 3.614 -0.031 -0.243 0.276 0.191
C 3.834 3.413 -0.134 0.153 0.036 -0.025
H 6.432 2.260 -1.972 0.004 -0.025 0.002
H 4.611 1.849 -3.604 0.019 0.004 -0.021
H 0.864 3.878 -1.716 -0.045 -0.087 0.051
H 0.232 5.681 2.112 0.025 -0.069 0.053
H -2.098 6.219 2.763 0.021 0.010 -0.002
H -3.996 5.169 1.590 0.004 0.007 -0.006
H -4.806 3.661 -0.215 -0.001 0.003 0.020
H -4.278 1.975 -1.974 -0.014 -0.006 0.017
H -1.883 1.302 -2.292 -0.059 0.025 -0.024
H 3.612 3.868 0.823 -0.019 -0.016 0.004
Cl -0.141 0.592 3.749 -0.227 0.064 0.134
C 1.383 0.161 3.047 0.236 0.109 -0.487
C 2.339 -0.465 3.848 0.243 -0.140 0.016
C 3.531 -0.883 3.319 -0.404 0.126 0.013
Cl 4.673 -1.699 4.337 0.136 -0.102 0.089
C 3.811 -0.680 1.947 -0.035 0.233 -0.083
C 4.973 -1.136 1.292 0.079 0.037 -0.134
C 5.154 -0.878 -0.041 0.029 -0.071 0.243
C 4.160 -0.174 -0.735 -0.214 -0.117 -0.065
N 3.056 0.235 -0.154 -0.287 -0.183 -0.519
C 2.856 0.009 1.160 0.021 -0.107 0.320
C 1.587 0.447 1.693 0.061 -0.239 0.589
O 0.713 1.028 0.960 -0.411 -0.108 -0.820
H 2.121 -0.634 4.894 0.012 -0.018 0.003
H 5.704 -1.700 1.855 0.046 0.037 -0.009
H 6.036 -1.220 -0.563 0.017 0.022 -0.004
H 4.264 0.064 -1.788 -0.023 -0.228 0.140
Cl -7.650 -2.309 1.687 0.024 0.048 -0.002
C -6.121 -1.593 1.443 0.338 0.047 -0.143
C -5.652 -0.647 2.364 -0.153 0.105 0.218
C -4.413 -0.098 2.193 0.154 0.061 0.022
C -3.604 -0.471 1.081 -0.437 -0.148 -0.073
C -2.345 0.036 0.904 0.216 0.148 0.171
C -4.127 -1.413 0.145 0.321 0.053 -0.045
C -5.359 -1.972 0.331 -0.348 -0.103 0.026
H -6.275 -0.365 3.201 0.006 -0.041 0.010
H -4.024 0.616 2.909 -0.002 0.018 -0.017
H -1.730 -0.285 0.074 0.218 -0.073 -0.209
H -1.897 0.747 1.595 0.049 0.002 -0.058
H -3.520 -1.688 -0.714 -0.086 0.046 0.111
H -5.756 -2.701 -0.362 0.052 0.020 -0.022
O 0.056 -1.102 -1.352 -0.364 -0.623 -0.028
C -0.129 -2.472 -1.193 0.106 0.176 0.203
C 0.880 -3.242 -2.035 -0.041 0.119 -0.073
C 1.035 -4.587 -2.184 0.038 0.038 -0.048
C 2.080 -4.918 -3.088 0.002 -0.106 -0.001
C 2.685 -3.817 -3.606 0.035 0.248 0.005
S 1.995 -2.367 -3.003 -0.039 -0.197 0.018
C -1.523 -2.820 -1.708 -0.060 -0.148 0.231
C -2.210 -2.120 -2.652 0.027 0.066 -0.058
C -3.474 -2.692 -2.966 -0.019 -0.003 -0.125
C -3.717 -3.829 -2.264 0.076 -0.220 0.187
S -2.417 -4.210 -1.202 -0.067 0.217 -0.233
C 0.044 -2.834 0.277 0.175 -0.148 -0.074
C -0.870 -2.862 1.291 0.045 0.057 0.076
C -0.289 -3.123 2.563 -0.155 0.039 0.032
C 1.056 -3.290 2.492 0.215 -0.011 -0.187
S 1.631 -3.126 0.883 -0.275 -0.107 0.127
H 0.425 -5.321 -1.677 0.001 0.007 0.055
H 2.363 -5.931 -3.335 0.007 0.000 -0.016
H 3.501 -3.772 -4.309 0.002 -0.034 0.004
H -1.802 -1.232 -3.114 0.012 0.022 0.044
H -4.166 -2.276 -3.684 0.010 -0.011 -0.031
H -4.582 -4.473 -2.302 -0.017 0.008 -0.049
H -1.931 -2.733 1.148 -0.028 -0.020 -0.036
H -0.863 -3.178 3.477 0.064 -0.047 0.029
H 1.751 -3.524 3.282 -0.024 0.068 0.046
```
Positions in Å, forces in eV/Å.

What is the net charge in the first record?
-1